No. 1
Molecular formula: C22H24MnN6O2S2
Method: DFT, ωB97M-V/def2-TZVPD

## Properties
* multiplicity: 6
* total energy: -89220.227 eV
* expectation value of S²: 8.753
* relative energy (zero: lowest compared OMol25 entry of this formula, charge and spin): 0.0 kJ/mol
* charge: +2
* HOMO-LUMO gap (spin up / spin down): 7.73 / 7.57 eV

Geometry (Å):
Mn (-0.610107, 0.448341, -0.016037)
C (2.205784, -0.323294, 1.697548)
O (1.341142, 0.746727, 1.273338)
C (2.005787, 1.711792, 0.443194)
C (2.407538, 1.082273, -0.872183)
O (1.246913, 0.421617, -1.400328)
C (1.589360, -0.547161, -2.408450)
H (3.160907, 0.083416, 2.031297)
H (2.368520, -1.043014, 0.894362)
H (1.715831, -0.823894, 2.527113)
H (2.880183, 2.120268, 0.954425)
H (1.282430, 2.516412, 0.291698)
H (3.204415, 0.347664, -0.736131)
H (2.766002, 1.843172, -1.570532)
H (2.080899, -0.057542, -3.251027)
H (0.669508, -1.020386, -2.736188)
H (2.262991, -1.297614, -1.991832)
N (-0.509627, 1.606471, 3.570888)
C (-1.486809, 2.093169, 2.752913)
N (-1.476547, 1.938209, 1.449334)
C (-2.549897, 2.614601, 0.875468)
C (-3.401879, 3.189225, 1.748410)
S (-2.844015, 2.955466, 3.361247)
C (-2.529658, 2.741585, -0.581747)
C (-3.360735, 3.456120, -1.366641)
S (-2.772468, 3.481022, -2.987956)
C (-1.424152, 2.529325, -2.496918)
N (-1.435245, 2.175029, -1.233409)
N (-0.467203, 2.127017, -3.377397)
H (0.392735, 1.508121, 3.126176)
H (-0.482011, 1.961942, 4.513698)
H (-4.287145, 3.768929, 1.548068)
H (-4.248567, 4.000935, -1.093285)
H (-0.365810, 2.639452, -4.238720)
H (0.388349, 1.790327, -2.964036)
C (-2.645015, -1.773647, -3.466621)
C (-2.011848, -0.811662, -2.676431)
N (-1.695675, -1.004724, -1.404863)
C (-2.025643, -2.192424, -0.842425)
C (-2.657554, -3.219589, -1.557444)
C (-2.962060, -2.983422, -2.908251)
C (-2.981713, -4.453572, -0.901966)
C (-2.708159, -4.630974, 0.404381)
C (-2.089049, -3.589641, 1.171633)
C (-1.831362, -3.721598, 2.547292)
C (-1.269456, -2.673833, 3.227395)
C (-0.950406, -1.508456, 2.527045)
N (-1.159446, -1.356796, 1.228560)
C (-1.736556, -2.381769, 0.555557)
H (-2.872302, -1.551124, -4.499313)
H (-1.742735, 0.141876, -3.108147)
H (-3.449888, -3.755405, -3.490168)
H (-3.458961, -5.233910, -1.480247)
H (-2.960319, -5.557673, 0.903213)
H (-2.089670, -4.642226, 3.055383)
H (-1.072763, -2.729428, 4.288547)
H (-0.527590, -0.663156, 3.051938)

Forces on the atoms, in the same order (eV/Å):
-0.14 0.00 0.05
-0.04 0.02 -0.01
0.07 0.04 -0.02
-0.02 -0.04 -0.02
-0.04 0.00 0.01
0.08 -0.02 -0.01
0.03 -0.01 0.04
0.01 0.00 0.00
0.00 0.00 -0.01
0.01 0.00 0.00
0.01 -0.01 0.00
0.00 -0.01 -0.01
0.00 0.00 0.00
-0.01 0.01 0.01
-0.02 0.01 -0.01
0.00 0.02 -0.01
-0.01 -0.01 0.01
-0.02 0.02 -0.01
0.06 -0.06 0.06
-0.01 0.04 -0.04
-0.01 0.01 -0.01
0.00 -0.02 0.02
-0.03 0.02 -0.03
0.04 0.02 0.01
0.01 -0.03 -0.06
0.03 0.01 0.07
-0.02 0.02 -0.04
-0.03 0.01 -0.02
0.00 0.00 -0.02
0.00 0.00 -0.01
0.01 -0.01 0.00
0.00 -0.01 0.00
0.00 0.00 0.00
-0.02 -0.01 0.00
0.00 0.01 0.03
-0.01 0.01 -0.02
0.01 0.01 0.02
0.00 0.02 -0.01
-0.03 -0.04 -0.07
0.04 0.05 0.05
-0.01 -0.02 -0.01
-0.02 -0.02 -0.04
-0.01 -0.04 0.03
0.01 0.05 0.01
0.00 0.01 -0.01
0.00 -0.01 0.03
-0.01 0.02 -0.01
0.08 -0.03 0.03
0.00 -0.03 0.02
0.00 0.00 0.00
0.01 0.00 0.01
0.00 0.00 0.00
0.00 0.00 0.00
0.00 0.00 0.00
0.00 0.00 0.00
0.00 0.00 0.00
-0.01 0.00 -0.01

Löwdin atomic charge list, values in e, 5 entries:
1 Mn 0.9658
2 C -0.0345
3 O -0.2953
4 C -0.1556
5 C -0.1616

***

No. 2
Molecular formula: C28H56NO16S5
Method: DFT, ωB97M-V/def2-TZVPD

## Properties
* total energy: -118351.646 eV
* relative energy (zero: lowest compared OMol25 entry of this formula, charge and spin): 319.2 kJ/mol
* charge: +1
* HOMO-LUMO gap: 10.48 eV

Geometry (Å):
N (4.760000, 17.425000, 7.282000)
H (5.227000, 17.997000, 7.913000)
H (4.410000, 18.042000, 6.596000)
H (3.926000, 17.039000, 7.508000)
H (5.439000, 16.823000, 6.707000)
C (0.449000, 17.204000, 5.168000)
C (1.504000, 18.217000, 4.648000)
C (1.020000, 19.589000, 4.276000)
O (1.566000, 20.472000, 5.212000)
C (2.266000, 19.823000, 6.175000)
O (2.652000, 20.192000, 7.243000)
O (2.344000, 18.582000, 5.771000)
H (0.049000, 17.048000, 4.138000)
H (-0.175000, 17.681000, 5.910000)
H (0.844000, 16.358000, 5.767000)
H (2.115000, 17.773000, 3.831000)
H (0.026000, 19.494000, 4.239000)
H (1.489000, 19.955000, 3.254000)
C (8.470000, 22.654000, 11.421000)
C (7.355000, 21.604000, 11.669000)
C (5.866000, 22.031000, 11.745000)
O (5.261000, 21.508000, 10.640000)
C (6.141000, 20.700000, 10.039000)
O (5.920000, 19.970000, 9.203000)
O (7.314000, 20.716000, 10.689000)
H (8.132000, 23.246000, 10.687000)
H (9.504000, 22.486000, 11.492000)
H (8.338000, 23.427000, 12.200000)
H (7.721000, 20.986000, 12.451000)
H (5.724000, 23.173000, 11.928000)
H (5.337000, 21.582000, 12.520000)
C (6.180000, 15.979000, 1.659000)
C (5.538000, 17.308000, 1.230000)
C (6.313000, 18.300000, 1.889000)
S (6.498000, 17.834000, 3.535000)
O (5.397000, 18.198000, 4.478000)
O (7.817000, 18.144000, 3.864000)
C (6.334000, 16.024000, 3.237000)
H (7.160000, 15.784000, 1.057000)
H (5.436000, 15.177000, 1.430000)
H (4.456000, 17.427000, 1.457000)
H (5.479000, 17.450000, 0.018000)
H (5.787000, 19.294000, 1.933000)
H (7.255000, 18.576000, 1.327000)
H (5.225000, 15.698000, 3.627000)
H (7.124000, 15.488000, 3.715000)
C (7.644000, 12.141000, 9.872000)
C (6.834000, 11.498000, 8.788000)
C (6.785000, 12.527000, 7.574000)
S (7.057000, 14.083000, 8.384000)
O (5.874000, 14.956000, 8.366000)
O (8.298000, 14.584000, 7.932000)
C (7.222000, 13.487000, 9.974000)
H (8.672000, 12.301000, 9.528000)
H (7.712000, 11.550000, 10.828000)
H (5.838000, 11.313000, 9.477000)
H (6.927000, 10.491000, 8.565000)
H (5.801000, 12.258000, 7.052000)
H (7.799000, 12.130000, 6.923000)
H (6.176000, 13.516000, 10.347000)
H (7.690000, 14.262000, 10.701000)
C (9.490000, 20.114000, 8.129000)
C (10.132000, 19.156000, 9.066000)
C (9.923000, 17.731000, 8.651000)
S (8.967000, 17.825000, 7.214000)
O (7.598000, 17.630000, 7.589000)
O (9.552000, 16.999000, 6.150000)
C (9.357000, 19.439000, 6.808000)
H (9.830000, 20.880000, 8.022000)
H (8.302000, 20.381000, 8.586000)
H (9.936000, 19.424000, 10.138000)
H (11.229000, 19.492000, 8.790000)
H (9.388000, 17.110000, 9.572000)
H (10.816000, 17.134000, 8.498000)
H (8.590000, 19.735000, 6.228000)
H (10.153000, 19.392000, 6.406000)
C (5.040000, 18.539000, 12.781000)
C (6.439000, 17.890000, 12.847000)
C (6.473000, 16.871000, 11.750000)
S (4.790000, 16.362000, 11.442000)
O (4.646000, 14.952000, 11.717000)
O (4.476000, 17.013000, 10.256000)
C (4.124000, 17.338000, 12.682000)
H (4.954000, 19.068000, 11.788000)
H (4.937000, 19.153000, 13.602000)
H (6.608000, 17.445000, 13.672000)
H (7.114000, 18.532000, 12.473000)
H (7.029000, 16.079000, 11.879000)
H (6.866000, 17.129000, 10.713000)
H (4.007000, 16.830000, 13.684000)
H (3.085000, 17.468000, 12.601000)
C (1.237000, 14.490000, 10.232000)
C (1.843000, 13.095000, 10.470000)
C (2.844000, 12.960000, 9.263000)
S (2.120000, 13.829000, 7.946000)
O (1.561000, 12.996000, 6.914000)
O (3.037000, 14.854000, 7.420000)
C (0.862000, 14.679000, 8.859000)
H (1.941000, 15.281000, 10.671000)
H (0.367000, 14.606000, 10.726000)
H (1.128000, 12.237000, 10.336000)
H (2.577000, 12.914000, 11.276000)
H (2.993000, 11.868000, 9.037000)
H (3.703000, 13.379000, 9.405000)
H (-0.103000, 14.251000, 8.538000)
H (0.745000, 15.748000, 8.512000)

Forces on the atoms, in the same order (eV/Å):
3.10 -0.37 -4.25
1.16 0.83 2.20
-0.15 1.56 -1.56
-2.78 -2.70 2.11
-1.20 0.63 1.77
1.18 1.09 -1.16
1.55 -0.89 1.59
4.57 0.57 -3.24
-0.45 1.77 1.47
-1.37 0.04 -0.23
0.18 0.62 -0.76
1.60 -2.98 0.18
-0.99 -1.07 1.33
-0.80 0.51 -0.41
0.26 0.09 -1.33
-0.15 0.13 0.84
-4.08 0.93 -0.02
-1.36 -0.94 1.77
-2.52 0.46 3.74
1.77 1.99 2.31
1.12 3.66 2.17
-0.31 0.36 -2.04
0.79 2.02 3.70
-1.50 -3.75 -5.12
0.25 -2.58 -3.83
-0.44 1.83 -3.79
1.12 -1.21 -0.52
-0.02 -0.42 0.48
-0.29 0.02 1.90
0.24 -1.81 -0.98
-0.38 -0.71 2.08
0.12 -1.63 -0.54
-2.16 -1.61 -4.22
0.28 5.38 -1.17
-2.80 -2.46 2.22
1.51 -0.07 -2.04
3.02 1.12 1.39
-3.85 0.68 -1.11
-1.67 0.39 1.31
1.00 0.30 0.00
0.58 -0.59 0.41
0.62 -0.43 2.91
0.31 -0.71 0.00
-0.50 -0.81 1.30
2.95 0.81 -0.51
0.50 -0.29 0.16
4.06 -3.05 0.62
-3.63 1.64 2.54
0.90 -4.53 -0.81
-2.56 1.95 -1.14
1.25 -1.08 -0.31
1.65 0.66 -0.64
-2.99 3.48 3.89
0.54 -0.93 0.01
-0.29 0.70 -0.93
1.12 1.14 -2.28
1.39 -1.73 -0.95
1.54 1.36 0.31
-3.01 1.81 1.53
0.19 0.00 -0.15
-0.02 -1.49 -1.61
-12.89 -13.25 3.27
3.90 2.15 0.68
-0.74 -2.22 4.21
0.87 -3.64 -2.55
-1.04 0.39 -0.02
-0.85 0.63 1.34
-8.17 0.12 6.84
7.55 15.60 -1.55
3.31 -0.86 -1.60
0.26 -0.52 -1.04
-1.30 -1.27 1.32
0.83 1.53 -2.72
0.18 0.28 -0.38
-2.39 1.45 -2.24
10.46 -0.50 -5.84
0.80 -1.33 -2.92
-3.31 1.37 -6.08
-2.04 2.07 -3.15
2.68 -1.55 2.88
-0.67 -0.06 -0.59
-1.95 0.98 -3.95
-0.92 -0.17 3.85
0.06 -0.04 1.20
-0.85 1.41 1.63
1.45 -2.59 6.12
2.84 2.83 0.03
2.77 -4.43 1.73
-0.75 0.81 1.17
1.20 -0.10 -0.83
-1.46 0.85 -1.31
2.92 0.41 2.92
1.34 -0.91 -1.88
-4.96 -4.32 -0.28
0.66 2.04 -3.42
-0.35 -0.64 0.45
-0.34 -0.61 0.92
-1.00 1.14 -3.19
-0.75 -1.01 -1.00
-2.81 0.31 2.48
0.41 1.04 0.56
-1.25 0.52 0.45
-0.17 1.17 -0.25
5.24 2.70 1.21
0.35 -0.38 0.53
0.73 -1.07 0.39

Löwdin atomic charge list, values in e, 5 entries:
1 N 0.3482
2 H 0.0631
3 H 0.0668
4 H 0.0538
5 H 0.1576

***

No. 3
Molecular formula: C22H10BrF10N3P2Y
Method: DFT, ωB97M-V/def2-TZVPD

## Properties
* multiplicity: 2
* total energy: -144273.626 eV
* expectation value of S²: 0.781
* relative energy (zero: lowest compared OMol25 entry of this formula, charge and spin): 0.0 kJ/mol
* charge: +2
* HOMO-LUMO gap (spin up / spin down): 7.58 / 4.80 eV

Geometry (Å):
Y (-2.313397, 0.216658, 0.168221)
F (1.910968, 6.415200, 0.145290)
C (1.602161, 5.141284, 0.146446)
C (2.569384, 4.183845, -0.108988)
F (3.809717, 4.540528, -0.354207)
C (2.214960, 2.841149, -0.097633)
F (3.162473, 1.942580, -0.336835)
C (0.918332, 2.415990, 0.151282)
P (0.516339, 0.649856, 0.226215)
C (1.340816, -0.043152, 1.667433)
C (2.655021, -0.511021, 1.635931)
C (3.232788, -1.005635, 2.793612)
C (2.512077, -1.032473, 3.982135)
C (1.204881, -0.568101, 4.020535)
C (0.621356, -0.078263, 2.862812)
C (1.121203, -0.145060, -1.271743)
C (1.148386, 0.546648, -2.480696)
C (1.479370, -0.122275, -3.648574)
C (1.771865, -1.479263, -3.616006)
C (1.736454, -2.172415, -2.413151)
C (1.407258, -1.511035, -1.239657)
C (-0.030751, 3.407494, 0.402851)
Br (-1.874219, 3.046538, 0.797374)
C (0.291428, 4.748345, 0.405963)
F (-0.620810, 5.673891, 0.650354)
H (3.221731, -0.491253, 0.714421)
H (4.251757, -1.367323, 2.771075)
H (2.974503, -1.415781, 4.881656)
H (0.646057, -0.583282, 4.946306)
H (-0.395410, 0.307786, 2.914050)
H (0.920133, 1.605277, -2.520106)
H (1.512831, 0.419819, -4.583660)
H (2.036421, -1.995164, -4.528957)
H (1.981657, -3.226006, -2.384243)
H (1.412555, -2.055371, -0.301365)
F (-2.533701, 0.311405, -1.777504)
P (-5.784313, 0.541227, -0.324170)
F (-4.528865, 0.488084, 0.911534)
F (-6.829953, 0.572811, -1.445630)
F (-5.213467, -0.824454, -0.746604)
F (-6.772220, 0.619440, 0.819096)
F (-5.060550, 1.806306, -0.796779)
N (-2.129758, -2.157754, 0.348257)
C (-2.097957, -3.256460, 0.008660)
C (-2.038948, -4.602067, -0.435397)
C (-0.784243, -5.077861, -0.845068)
N (0.255622, -5.417631, -1.216006)
C (-3.225475, -5.345746, -0.452369)
N (-4.206480, -5.957315, -0.446158)

Forces on the atoms, in the same order (eV/Å):
0.18 0.18 -0.51
0.01 0.01 0.00
-0.01 -0.01 0.00
-0.01 -0.03 0.01
0.00 0.01 0.00
0.01 -0.03 -0.03
0.02 0.01 0.03
-0.10 0.01 0.01
-0.26 -0.11 0.15
0.06 -0.01 -0.02
0.00 0.03 -0.01
0.00 -0.01 0.03
0.02 0.00 -0.02
0.00 0.01 -0.01
-0.03 0.00 0.06
0.01 0.01 0.00
0.00 0.00 -0.02
0.00 0.00 0.02
0.00 0.01 0.01
0.01 -0.01 -0.03
0.01 -0.06 0.00
0.01 0.00 -0.01
0.03 0.03 0.04
0.00 0.02 -0.01
0.00 -0.01 0.00
0.01 0.02 0.00
0.00 0.00 0.00
-0.01 0.00 0.00
0.01 0.00 0.00
0.01 0.01 -0.04
0.00 0.00 0.01
0.00 -0.01 -0.01
0.00 0.00 0.00
0.00 0.00 -0.01
-0.02 0.02 -0.01
-0.08 -0.02 0.64
-0.09 0.02 -0.13
0.25 -0.01 -0.24
-0.08 0.01 0.03
-0.01 0.07 0.04
0.08 -0.01 0.05
-0.05 -0.02 0.00
-0.04 -0.13 -0.05
0.03 0.00 0.00
-0.01 0.22 0.13
-0.05 -0.13 -0.14
0.02 0.03 0.06
0.12 -0.17 -0.01
-0.03 0.05 -0.01

Löwdin atomic charge list, values in e, 5 entries:
1 Y 1.3230
2 F 0.1958
3 C -0.1118
4 C -0.1152
5 F 0.1874